# C2H3N6

A gas-phase ion, C2H3N6 (charge +1) in a non-equilibrium geometry (wB97M-V/def2-TZVPD, the OMol25 dataset).

Atoms and positions in Å:
C: -1.03213 1.54661 -0.61268
C: 0.20022 -0.41274 -1.21094
N: -0.93571 -2.43561 -1.85692
N: -0.62157 0.59221 -1.37354
N: -0.38036 1.68962 0.57611
N: 0.35385 1.22752 1.30149
N: -0.28945 -1.53548 -1.77719
N: 1.47281 -0.34383 -0.75212
H: -1.66648 2.34291 -0.89276
H: 2.22957 -0.96007 -0.79343
H: 1.68895 0.59504 -0.48020

Its energy is -406.12691 Eh. Its net charge is +1. The LUMO energy (spin up / spin down) is -5.79 / -6.07 eV. For the strongest force on any atom, the calculation gives 2.256 eV/A. The energy relative to the best compared isomer or geometry (same formula, charge and spin) comes out at 43.73 kJ/mol.

=====

# C2H3NO

2 unconnected molecules or ions with the total composition C2H3NO in a non-equilibrium geometry (wB97M-V/def2-TZVPD, the OMol25 dataset).

Atoms and positions in Å:
C: -1.19362 0.12450 1.09832
C: -0.79720 1.24843 1.28698
H: -1.58270 -0.81731 0.84308
H: -0.46880 2.23455 1.52555
N: 1.60418 -0.60444 -1.71920
O: 0.43953 -0.79572 -1.91973
H: 1.99861 -1.39001 -1.11499

Its energy is -207.81914 Eh. The LUMO energy is -0.21 eV. For the strongest force on any atom, the calculation gives 1.718 eV/A. Its SMILES is C#C.N=O. The energy relative to the best compared isomer or geometry (same formula, charge and spin) comes out at 468.72 kJ/mol.

=====

# C2H3NO

A single C2H3NO molecule in a non-equilibrium geometry (wB97M-V/def2-TZVPD, the OMol25 dataset).

Atoms and positions in Å:
C: 0.08756 -1.16347 0.14797
C: 0.95949 -0.18237 0.06206
N: 1.02094 1.05057 -0.08438
O: -0.53959 1.21686 -0.15477
H: -0.28186 -1.63425 -0.75553
H: -0.34442 -1.41942 1.10821
H: -0.88165 2.11630 -0.28608

Its energy is -207.83902 Eh. The LUMO energy is 0.05 eV. For the strongest force on any atom, the calculation gives 1.385 eV/A. Its SMILES is C=C=NO. The energy relative to the best compared isomer or geometry (same formula, charge and spin) comes out at 416.52 kJ/mol.

=====

# C2H3NO2

A single C2H3NO2 molecule (wB97M-V/def2-TZVPD, the OMol25 dataset).

Atoms and positions in Å:
H: -1.09511 -1.02738 1.80514
N: -0.43820 -0.46966 1.26112
C: -0.90524 -0.20549 0.12187
O: -0.21001 0.51963 -0.79847
C: 1.16481 0.54902 -0.70763
O: 1.79282 1.46593 -1.13702
H: -1.89049 -0.46412 -0.27376
H: 1.58142 -0.36792 -0.27125

Its energy is -283.22957 Eh. The LUMO energy is 0.79 eV. For the strongest force on any atom, the calculation gives 0.685 eV/A. Its SMILES is [H]/N=C/OC=O. The energy relative to the best compared isomer or geometry (same formula, charge and spin) comes out at 74.65 kJ/mol.

=====

> Which formula does entry 4 have?

C2H3NO2